The following is a DFT calculation (wB97M-V/def2-TZVPD) of a molecular structure, C67H53N4P3SSiV at a distorted geometry.

Geometry (Å):
V (0.101810, -0.486974, -1.403934)
C (-1.218544, -5.358380, 2.301877)
C (-1.545952, -4.262823, 3.085743)
C (-1.441938, -2.974578, 2.576284)
C (-1.005028, -2.772353, 1.270419)
C (-0.614735, -3.879051, 0.508866)
C (-0.734461, -5.163395, 1.015621)
P (-1.156466, -1.181224, 0.366937)
C (-2.615369, -1.705365, -0.723748)
C (-3.689255, -2.574447, -0.126270)
C (-4.701020, -3.107513, -0.815524)
C (-4.997408, -2.939863, -2.245063)
C (-4.270809, -2.267484, -3.138701)
C (-3.001795, -1.542651, -2.825640)
C (-1.689773, 0.005367, 1.618939)
C (-2.932529, -0.094950, 2.240604)
C (-3.238440, 0.687906, 3.342939)
C (-2.276067, 1.543439, 3.860744)
C (-1.062373, 1.694242, 3.210851)
C (-0.758823, 0.983517, 2.043558)
Si (0.850587, 1.447960, 1.162777)
C (1.067865, 3.227795, 0.518930)
C (2.419080, 3.575992, 0.399035)
C (2.832092, 4.730888, -0.242733)
C (1.886285, 5.567857, -0.807000)
C (0.538022, 5.277628, -0.665720)
C (0.101149, 4.145804, 0.025863)
P (-1.676340, 3.842956, 0.391573)
C (-2.610047, 5.084585, -0.611604)
C (-2.543681, 6.467258, -0.417496)
C (-3.350197, 7.320445, -1.154651)
C (-4.255447, 6.805961, -2.076199)
C (-4.354057, 5.435382, -2.253404)
C (-3.533076, 4.580487, -1.525813)
C (-1.822631, 4.731084, 2.010810)
C (-3.105213, 4.777621, 2.564483)
C (-3.333697, 5.401227, 3.779631)
C (-2.277332, 5.988581, 4.467288)
C (-1.001001, 5.947366, 3.929183)
C (-0.771418, 5.318819, 2.707620)
C (1.515875, 0.324579, -0.182419)
C (1.648089, 0.783682, -1.556910)
C (2.484958, -0.832216, -3.263197)
C (2.314660, -2.414470, -1.807024)
C (2.661344, -1.964610, -0.410545)
C (2.262827, -0.882974, 0.290824)
P (2.696554, -0.746237, 2.096597)
C (4.518749, -0.901719, 2.012632)
C (5.194522, 0.175737, 1.430116)
C (6.575636, 0.180599, 1.338867)
C (7.305789, -0.889053, 1.845038)
C (6.646158, -1.950127, 2.444471)
C (5.258092, -1.958404, 2.534898)
C (2.250012, -2.281049, 3.000132)
C (2.192967, -3.584645, 2.511106)
C (1.928448, -4.643393, 3.367941)
C (1.685413, -4.416734, 4.716014)
C (1.698734, -3.121000, 5.207366)
C (1.981925, -2.063334, 4.353777)
H (-1.328156, -6.361748, 2.695191)
H (-1.898742, -4.409911, 4.099656)
H (-1.711473, -2.130079, 3.197354)
H (-0.232055, -3.727467, -0.491649)
H (-0.454789, -6.011081, 0.400937)
H (-3.599096, -2.815026, 0.925625)
H (-5.398876, -3.732302, -0.267737)
H (-5.911717, -3.412022, -2.587512)
H (-4.630606, -2.195700, -4.158967)
H (-2.521624, -1.149613, -3.717847)
H (-3.670503, -0.790860, 1.859935)
H (-4.213906, 0.613902, 3.807644)
H (-2.481078, 2.116500, 4.756591)
H (-0.330678, 2.392652, 3.605684)
H (3.167166, 2.900802, 0.806283)
H (3.886915, 4.967210, -0.313419)
H (2.194753, 6.455686, -1.345922)
H (-0.185590, 5.945922, -1.107070)
H (-1.878240, 6.875855, 0.333225)
H (-3.283086, 8.391497, -1.002724)
H (-4.889836, 7.475886, -2.643905)
H (-5.076765, 5.031483, -2.952480)
H (-3.603133, 3.506181, -1.653586)
H (-3.925003, 4.310154, 2.027707)
H (-4.333274, 5.422509, 4.198049)
H (-2.451245, 6.475723, 5.419316)
H (-0.175589, 6.410693, 4.456689)
H (0.233482, 5.290484, 2.304031)
H (1.418131, 1.832955, -1.739914)
H (2.451567, -0.492897, -4.301086)
H (2.086062, -3.484112, -1.781849)
H (3.360095, -2.636066, 0.082385)
H (4.617839, 1.012501, 1.049910)
H (7.085894, 1.016414, 0.874834)
H (8.386734, -0.889295, 1.776441)
H (7.213836, -2.783515, 2.841296)
H (4.753949, -2.790218, 3.011467)
H (2.357810, -3.781607, 1.461312)
H (1.909135, -5.653113, 2.976388)
H (1.475736, -5.249784, 5.376367)
H (1.489509, -2.932684, 6.253605)
H (2.008325, -1.048443, 4.736548)
N (-4.343531, 0.106852, -1.266247)
C (-3.110747, -0.528989, -1.620741)
S (-1.780377, 0.730469, -1.769607)
N (-2.077466, -2.384965, -1.981099)
N (-0.745161, -2.023928, -2.132698)
C (0.066512, -2.114687, -3.159322)
C (-0.244207, -2.707072, -4.470237)
C (-1.242829, -3.681801, -4.565049)
C (-1.469101, -4.337599, -5.764939)
C (-0.716854, -4.021236, -6.888237)
C (0.263550, -3.041383, -6.804997)
C (0.504121, -2.394179, -5.604453)
C (1.308278, -1.548729, -2.612503)
C (3.396982, -2.024811, -2.913920)
C (4.796291, -1.680869, -2.553316)
C (5.066010, -0.413391, -2.094283)
C (4.042431, 0.518999, -1.931547)
N (2.764718, 0.303664, -2.373864)
H (-4.713403, 0.647881, -2.037465)
H (-5.037872, -0.569818, -0.974212)
H (-1.829271, -3.933928, -3.689455)
H (-2.238659, -5.097575, -5.819034)
H (-0.893587, -4.538287, -7.822985)
H (0.848794, -2.783311, -7.678639)
H (1.265350, -1.626513, -5.550496)
H (3.351078, -2.783078, -3.699040)
H (5.567034, -2.439351, -2.612053)
H (6.068714, -0.130569, -1.800297)
H (4.188602, 1.436995, -1.374825)

Force components x, y, z for each atom (eV/Å):
V 0.62 2.13 0.57
C -0.01 0.00 -0.01
C -0.01 -0.03 0.06
C 0.07 0.02 0.02
C 0.14 -0.04 -0.16
C -0.01 0.06 0.11
C 0.03 0.03 -0.03
P -1.08 -0.80 0.85
C 0.15 0.30 -0.03
C 0.09 0.05 -0.10
C -0.02 -0.02 0.05
C -0.02 -0.08 -0.01
C 0.05 0.04 0.00
C 0.02 0.17 0.19
C -0.02 0.18 0.14
C 0.04 -0.01 -0.02
C -0.01 0.02 0.00
C -0.02 0.06 -0.02
C 0.09 0.05 -0.04
C -0.04 -0.22 -0.34
Si 0.29 0.23 -0.18
C -0.62 0.02 -0.03
C 0.01 -0.15 -0.01
C 0.09 -0.03 0.02
C 0.00 0.08 -0.07
C -0.05 -0.10 0.11
C 0.32 -0.04 0.03
P -0.04 0.12 0.24
C 0.04 -0.10 0.06
C -0.09 -0.05 -0.04
C 0.03 0.02 0.02
C 0.01 0.00 0.02
C 0.01 -0.03 -0.03
C 0.10 0.01 -0.04
C 0.03 -0.07 -0.09
C 0.08 -0.03 0.01
C -0.01 -0.05 -0.02
C 0.01 0.02 0.03
C 0.02 -0.03 -0.03
C -0.06 -0.01 0.02
C 0.20 0.23 0.93
C 0.89 0.30 -0.31
C 0.12 0.04 0.03
C 0.17 0.14 -0.01
C -0.14 0.01 -0.06
C -0.01 -0.21 0.10
P 0.17 -0.11 -0.08
C 0.01 0.18 0.01
C 0.03 -0.08 0.05
C -0.05 0.00 -0.01
C 0.01 0.01 -0.01
C 0.01 -0.04 0.00
C 0.00 0.03 -0.05
C -0.19 0.09 -0.04
C 0.03 -0.02 0.07
C -0.01 -0.01 -0.06
C 0.00 -0.02 -0.02
C 0.02 0.00 0.03
C 0.04 -0.01 -0.04
H 0.02 0.02 0.01
H 0.03 0.02 -0.02
H -0.01 -0.01 -0.01
H -0.03 -0.05 -0.05
H 0.00 0.02 0.03
H -0.05 0.00 0.02
H 0.02 0.01 -0.01
H 0.02 0.00 0.00
H -0.01 -0.01 0.02
H 0.03 0.01 -0.03
H 0.01 -0.01 0.04
H 0.03 -0.03 0.01
H -0.01 0.03 -0.03
H -0.07 0.02 -0.02
H -0.01 0.03 -0.02
H -0.01 -0.02 -0.01
H -0.02 -0.01 0.01
H -0.07 0.06 0.01
H 0.04 0.00 -0.01
H -0.01 -0.04 0.01
H 0.01 -0.02 0.02
H 0.04 -0.01 0.01
H -0.02 -0.01 -0.02
H -0.02 0.02 0.05
H 0.02 0.01 -0.03
H 0.00 -0.01 -0.03
H -0.01 -0.03 -0.01
H 0.00 0.00 -0.02
H -0.03 0.02 0.06
H 0.02 -0.05 -0.02
H -0.03 -0.01 0.02
H -0.03 -0.01 0.02
H 0.05 -0.01 -0.04
H -0.02 -0.01 0.02
H -0.02 0.00 0.00
H -0.02 0.02 0.01
H 0.03 0.01 -0.01
H 0.01 -0.01 0.00
H -0.03 0.01 0.00
H 0.00 0.02 -0.01
H 0.03 0.01 -0.02
H -0.04 -0.02 0.00
N 0.12 -0.15 0.13
C -0.05 0.04 -0.08
S -0.40 0.19 -0.39
N -0.13 -0.46 0.05
N -0.74 -1.14 -0.88
C 0.01 -0.43 0.42
C -0.12 0.05 -0.24
C -0.01 0.06 0.06
C 0.01 0.00 0.00
C -0.02 0.00 0.05
C 0.01 0.00 -0.05
C 0.04 0.12 0.04
C 0.29 -0.52 -0.87
C 0.03 0.10 0.19
C -0.01 -0.08 0.01
C -0.09 -0.03 -0.07
C 0.02 0.09 -0.08
N -0.20 -0.13 0.15
H 0.04 0.09 0.04
H -0.04 -0.04 -0.10
H 0.02 0.00 -0.02
H 0.03 0.01 -0.01
H 0.00 0.03 0.01
H -0.01 0.00 0.02
H 0.01 -0.09 0.01
H -0.08 0.02 -0.02
H 0.01 0.07 -0.02
H -0.03 -0.02 0.04
H 0.00 0.01 -0.07

Results
maximum force: 2.29 eV/Å
2S+1: 4
relative energy (zero: lowest compared OMol25 entry of this formula, charge and spin): 208.9 kcal per mole
total energy: -148560.2201 eV
Kohn-Sham gap (alpha / beta): 5.39 / 6.82 eV
total charge: 0